Record 1
Entry from the Open Molecules 2025 dataset: a structure of composition C23H32HfN in a non-equilibrium geometry (the ωB97M-V functional and the def2-TZVPD basis).

Energy relative to the best compared isomer or geometry (same formula, charge and spin) ... 12.9 kJ/mol
Gap between HOMO and LUMO ... 7.9 eV
HOMO energy ... -10.60 eV
Net charge ... +1
2S+1 ... 1

Atoms and positions in Å:
C  0.309  -0.255  -2.708
C  1.436  -1.316  -2.751
C  -0.742  -0.467  -3.861
C  1.001  1.119  -2.778
H  -0.481  0.221  -4.681
H  -1.808  -0.270  -3.615
H  -0.743  -1.487  -4.283
H  2.193  -0.981  -3.474
H  1.106  -2.314  -3.066
H  1.953  -1.426  -1.786
H  1.813  1.067  -3.509
H  1.464  1.419  -1.832
H  0.341  1.932  -3.075
C  -1.635  -3.187  0.474
C  -2.231  -2.506  -0.655
C  -1.308  -2.669  -1.772
H  -3.289  -2.236  -0.767
C  -0.148  -3.383  -1.250
C  -0.367  -3.673  0.113
H  0.320  -4.236  0.751
H  -2.125  -3.380  1.429
H  -1.602  -2.630  -2.826
H  0.687  -3.760  -1.846
C  -1.229  2.792  0.043
C  -2.054  1.759  0.521
C  -2.552  0.978  -0.604
H  -2.356  1.649  1.563
C  -1.982  1.581  -1.796
C  -1.180  2.700  -1.363
H  -0.736  3.458  -2.013
H  -0.748  3.580  0.644
H  -3.416  0.312  -0.616
H  -2.370  1.450  -2.809
Hf  -0.880  -0.504  -1.021
C  1.596  2.035  3.286
N  1.810  1.895  1.823
C  2.987  2.718  1.432
C  1.963  0.419  1.384
C  0.788  -0.350  1.900
C  0.885  -0.976  3.161
C  -0.270  -1.368  3.840
C  -1.513  -1.242  3.219
C  -1.570  -0.749  1.909
C  -0.413  -0.388  1.187
H  2.411  1.511  3.800
H  0.624  1.623  3.572
H  1.639  3.102  3.527
H  0.958  2.243  1.335
H  3.855  2.321  1.968
H  3.150  2.670  0.352
H  2.801  3.749  1.745
H  2.074  0.436  0.288
H  2.920  0.097  1.817
H  1.874  -1.082  3.626
H  -0.202  -1.776  4.852
H  -2.432  -1.542  3.726
H  -2.574  -0.686  1.469

Löwdin atomic charge list, values in e, 5 entries: atom 1 (C): -0.650, atom 2 (C): -0.120, atom 3 (C): -0.107, atom 4 (C): -0.121, atom 5 (H): 0.095

Record 2
Entry from the Open Molecules 2025 dataset: a structure of composition C23H32HgN4O10P in a non-equilibrium geometry (the ωB97M-V functional and the def2-TZVPD basis).

Energy relative to the best compared isomer or geometry (same formula, charge and spin) ... 115.4 kJ/mol
Gap between HOMO and LUMO (spin up / spin down) ... 4.1 / 6.6 eV
HOMO energy (spin up / spin down) ... 0.24 / -2.21 eV
Net charge ... -2
2S+1 ... 2

Atoms and positions in Å:
Hg  0.384  -0.258  0.293
O  3.878  -0.105  1.255
C  3.673  0.060  2.626
C  2.438  -0.659  3.190
N  1.124  -0.147  2.801
C  1.017  1.285  3.038
C  1.691  2.135  1.914
O  2.046  3.273  2.214
O  1.821  1.581  0.789
C  0.097  -0.891  3.535
C  -1.166  -1.360  2.725
O  -2.109  -1.729  3.426
O  -1.119  -1.373  1.472
H  3.211  0.454  0.800
H  3.645  1.126  2.895
H  4.553  -0.382  3.118
H  2.542  -0.629  4.295
H  2.487  -1.699  2.860
H  1.434  1.575  4.016
H  -0.038  1.566  3.030
H  -0.274  -0.322  4.401
H  0.523  -1.824  3.923
C  2.480  -4.228  1.933
O  1.491  -3.941  1.008
P  1.670  -2.704  -0.246
O  3.118  -3.317  -0.635
C  4.213  -2.565  -1.100
O  0.693  -3.554  -1.212
C  -0.619  -3.840  -0.786
H  2.734  -5.297  1.866
H  2.125  -4.022  2.955
H  3.398  -3.657  1.751
H  5.107  -3.174  -0.910
H  4.291  -1.617  -0.568
H  4.111  -2.363  -2.166
H  -1.189  -4.116  -1.679
H  -1.086  -2.980  -0.302
H  -0.621  -4.673  -0.077
O  1.955  -1.572  -2.010
C  1.092  -0.772  -2.505
N  0.179  -0.069  -1.774
C  -0.554  0.753  -2.611
O  -1.478  1.502  -2.235
C  -0.069  0.560  -3.963
C  -0.398  1.124  -5.187
C  0.281  0.715  -6.318
C  1.293  -0.263  -6.242
C  1.630  -0.841  -5.039
C  0.964  -0.428  -3.886
H  -1.175  1.876  -5.250
H  0.028  1.131  -7.289
H  1.803  -0.563  -7.153
H  2.389  -1.612  -4.983
N  -1.079  1.419  0.914
C  -1.841  2.258  0.729
N  -2.673  3.257  0.562
C  -3.270  3.363  -0.757
C  -4.558  2.546  -0.838
C  -5.518  2.923  0.288
C  -4.819  2.751  1.634
C  -3.547  3.601  1.664
H  -2.547  2.968  -1.476
H  -3.464  4.424  -0.949
H  -4.294  1.491  -0.758
H  -5.024  2.703  -1.812
H  -6.412  2.297  0.246
H  -5.836  3.965  0.170
H  -4.540  1.704  1.765
H  -5.481  3.038  2.453
H  -3.007  3.457  2.602
H  -3.802  4.664  1.563

Löwdin atomic charge list, values in e, 5 entries: atom 1 (Hg): 1.125, atom 2 (O): -0.092, atom 3 (C): -0.257, atom 4 (C): -0.176, atom 5 (N): -0.200

Record 3
Entry from the Open Molecules 2025 dataset: a structure of composition C23H32MgNO3Si in a non-equilibrium geometry (the ωB97M-V functional and the def2-TZVPD basis).

Gap between HOMO and LUMO ... 2.2 eV
HOMO energy ... -9.94 eV
Net charge ... +1
2S+1 ... 1

Atoms and positions in Å:
C  -0.938  -3.798  3.922
C  -1.538  -2.382  3.293
C  -2.095  -1.183  4.267
C  -2.647  0.182  3.532
C  -2.664  0.403  1.875
C  -3.285  1.824  1.349
C  -2.143  2.995  1.128
C  -4.317  1.665  0.048
C  -2.070  -0.804  0.881
O  -2.093  -0.591  -0.569
C  -0.827  -0.920  -1.228
C  -0.050  0.389  -1.903
N  1.105  0.895  -1.068
C  2.269  -0.066  -1.009
C  3.015  -0.029  0.487
C  3.077  -1.459  1.345
C  3.788  -1.627  2.813
C  4.454  -0.292  3.494
C  4.392  1.129  2.651
C  3.710  1.300  1.148
C  -1.071  1.701  -2.086
O  -2.291  1.637  -2.624
O  -0.549  3.041  -1.667
Si  0.469  -0.062  -3.743
C  1.425  1.461  -4.526
C  -1.100  -0.300  -4.901
C  1.466  -1.704  -3.877
C  -1.556  -2.158  1.669
H  -1.522  -4.749  3.566
H  0.189  -3.880  3.540
H  -0.850  -3.708  5.105
H  -2.139  -1.229  5.454
H  -3.068  1.055  4.226
H  -3.983  2.227  2.231
H  -1.091  2.519  0.849
H  -1.996  3.501  2.197
H  -2.489  3.833  0.383
H  -4.000  2.400  -0.807
H  -4.430  0.539  -0.304
H  -5.420  1.996  0.365
H  -0.064  -1.535  -0.592
H  -1.105  -1.614  -2.159
H  0.807  1.033  -0.065
H  3.121  0.278  -1.770
H  2.003  -1.191  -1.190
H  2.569  -2.397  0.856
H  3.792  -2.695  3.328
H  4.952  -0.420  4.560
H  4.888  2.065  3.195
H  3.698  2.330  0.553
H  2.262  1.884  -3.824
H  0.586  2.295  -4.686
H  1.786  1.160  -5.599
H  -1.830  -0.991  -4.291
H  -1.560  0.744  -5.168
H  -0.807  -0.905  -5.873
H  1.253  -2.282  -4.897
H  2.630  -1.445  -3.848
H  1.190  -2.427  -2.995
H  -1.164  -3.046  0.984
Mg  3.859  3.408  1.974

Löwdin atomic charge list, values in e, 5 entries: atom 1 (C): -0.120, atom 2 (C): -0.190, atom 3 (C): -0.037, atom 4 (C): -0.012, atom 5 (C): -0.031

What are the energy values for these records? In order: -997.993377; -2361.929033; -1664.441281 hartree.